1.
{
  "formula": "C16H32N7Nb",
  "method": "the ωB97M-V functional and the def2-TZVPD basis",
  "total_charge": 0,
  "homo_ev": -8.103,
  "homo_lumo_gap_ev": 7.65,
  "total_energy_ha": -1069.0511,
  "e_lumo_ev": -0.5,
  "symbols": ["Nb", "N", "N", "N", "N", "H", "C", "H", "H", "H", "C", "H", "H", "C", "H", "H", "H", "H", "C", "H", "H", "C", "H", "C", "H", "H", "H", "C", "H", "H", "H", "H", "C", "H", "H", "C", "H", "C", "H", "H", "H", "H", "C", "C", "H", "H", "C", "H", "C", "H", "H", "N", "C", "N", "C", "N"],
  "coordinates": [[-0.43, -0.19, 0.18], [0.63, 1.37, 0.85], [1.12, -1.45, 0.63], [-1.03, 1.01, -1.43], [-0.27, -1.10, -1.68], [2.40, 0.35, 1.33], [1.93, 1.33, 1.49], [1.85, 1.49, 2.58], [2.59, 2.11, 1.07], [0.62, 3.47, 0.71], [-0.03, 2.65, 1.05], [-0.28, 2.81, 2.12], [-0.97, 2.71, 0.49], [2.28, -1.79, -0.19], [2.13, -2.75, -0.71], [2.48, -1.02, -0.94], [3.18, -1.88, 0.45], [0.90, -3.32, 1.57], [1.07, -2.27, 1.83], [2.02, -2.19, 2.40], [0.26, -1.96, 2.49], [-1.76, 2.19, -1.84], [-1.08, 3.06, -1.70], [-3.00, 2.38, -0.98], [-2.82, 2.37, 0.09], [-3.51, 3.32, -1.23], [-3.70, 1.57, -1.20], [-2.20, 2.18, -3.30], [-2.65, 3.15, -3.54], [-1.38, 2.01, -4.01], [-2.96, 1.41, -3.45], [-0.54, -3.39, -4.16], [-0.72, -2.40, -3.73], [-1.81, -2.27, -3.65], [-0.30, -1.65, -4.40], [-0.08, -2.36, -2.35], [1.01, -2.48, -2.48], [-0.61, -3.50, -1.48], [-0.15, -3.52, -0.49], [-1.70, -3.38, -1.36], [-0.43, -4.46, -1.98], [-1.37, -0.10, -3.14], [-0.55, 0.09, -2.43], [2.68, 1.35, -1.98], [2.26, 2.32, -1.69], [3.71, 1.12, -1.66], [1.98, 0.44, -2.67], [2.47, -0.50, -2.92], [0.62, 0.60, -3.27], [0.41, 1.64, -3.54], [0.60, -0.02, -4.18], [-1.70, -0.33, 1.85], [-1.85, -0.24, 3.03], [-2.18, -0.15, 4.24], [-1.36, -0.24, 5.29], [-0.71, -0.32, 6.26]]
}

2.
{
  "formula": "C34H24CdN6O2S3",
  "method": "the ωB97M-V functional and the def2-TZVPD basis",
  "total_charge": 0,
  "homo_ev": -7.126,
  "de_lowest_kcal_mol": 0.0,
  "homo_lumo_gap_ev": 6.20,
  "total_energy_ha": -3151.4061,
  "e_lumo_ev": -0.9,
  "symbols": ["Cd", "C", "O", "C", "N", "C", "C", "C", "C", "C", "C", "C", "C", "C", "C", "C", "C", "N", "C", "N", "C", "C", "O", "C", "C", "C", "C", "C", "C", "H", "H", "H", "H", "H", "H", "H", "H", "H", "H", "H", "H", "H", "H", "H", "H", "H", "H", "H", "S", "C", "C", "C", "C", "N", "C", "C", "C", "S", "C", "N", "H", "H", "S", "C", "C", "N", "C", "H", "H", "H"],
  "coordinates": [[-0.78, -0.03, 0.64], [0.54, -4.71, -0.40], [-0.88, -4.63, -0.29], [-1.16, -3.34, -0.20], [-0.22, -2.51, -0.08], [1.03, -3.29, -0.14], [2.00, -2.81, -1.21], [1.59, -2.04, -2.30], [2.49, -1.64, -3.27], [3.84, -1.98, -3.13], [4.25, -2.74, -2.05], [3.33, -3.15, -1.10], [-2.58, -2.96, -0.20], [-3.63, -3.85, -0.34], [-4.90, -3.32, -0.44], [-5.09, -1.95, -0.42], [-3.98, -1.15, -0.26], [-2.75, -1.65, -0.14], [-3.98, 0.32, -0.33], [-2.88, 1.00, -0.40], [-3.33, 2.40, -0.50], [-4.80, 2.25, -0.97], [-5.15, 0.96, -0.42], [-2.44, 3.23, -1.43], [-2.50, 4.61, -1.37], [-1.66, 5.37, -2.17], [-0.78, 4.75, -3.06], [-0.74, 3.36, -3.12], [-1.57, 2.59, -2.31], [0.76, -5.01, -1.42], [0.83, -5.50, 0.28], [1.51, -3.18, 0.84], [0.55, -1.75, -2.38], [2.15, -1.06, -4.12], [4.55, -1.67, -3.87], [5.31, -3.00, -1.95], [3.70, -3.69, -0.22], [-3.41, -4.92, -0.44], [-5.74, -3.98, -0.55], [-6.06, -1.52, -0.56], [-3.29, 2.84, 0.50], [-4.91, 2.18, -2.06], [-5.45, 3.03, -0.59], [-3.12, 5.08, -0.61], [-1.73, 6.45, -2.15], [-0.13, 5.30, -3.72], [-0.03, 2.85, -3.76], [-1.52, 1.50, -2.31], [-0.75, -0.34, 3.13], [0.56, 0.87, 3.31], [1.41, 0.68, 4.40], [2.56, 1.47, 4.64], [3.43, 1.08, 5.69], [4.16, 0.73, 6.50], [2.82, 2.54, 3.80], [1.93, 2.76, 2.73], [0.82, 1.97, 2.44], [-0.14, 2.38, 1.00], [4.03, 3.28, 3.86], [5.00, 3.90, 3.83], [1.24, -0.18, 5.06], [2.13, 3.56, 2.05], [4.15, 0.65, 0.49], [3.78, -0.47, 1.74], [2.49, -0.88, 1.58], [1.81, -0.28, 0.53], [2.59, 0.54, -0.11], [4.50, -0.80, 2.47], [2.01, -1.62, 2.24], [2.22, 1.13, -0.92]]
}